(1)
{
  "formula": "C56H61BN12O2P2S",
  "method": "wB97M-V/def2-TZVPD",
  "lumo_ev": -0.422,
  "total_energy_ha": -4083.09370,
  "smiles": "[H]/N=C(/C)Cc1cc2c(cc1[PH2]=N)Sc1cc(CB(O)O)c([PH2]=N)cc1N2.c1ccncc1.c1ccncc1.c1ccncc1.c1ccncc1.c1ccncc1.c1ccncc1.c1ccncc1.c1ccncc1",
  "orbital_gap_ev": 7.32,
  "largest_force_ev_per_a": 5.91,
  "elements": ["C", "C", "N", "C", "C", "C", "C", "C", "C", "C", "P", "N", "S", "C", "C", "C", "C", "B", "O", "O", "C", "P", "N", "C", "C", "N", "H", "H", "H", "H", "H", "H", "H", "H", "H", "H", "H", "H", "H", "H", "H", "H", "H", "H", "H", "H", "H", "N", "C", "C", "C", "C", "C", "H", "H", "H", "H", "H", "N", "C", "C", "C", "C", "C", "H", "H", "H", "H", "H", "N", "C", "C", "C", "C", "C", "H", "H", "H", "H", "H", "N", "C", "C", "C", "C", "C", "H", "H", "H", "H", "H", "N", "C", "C", "C", "C", "C", "H", "H", "H", "H", "H", "N", "C", "C", "C", "C", "C", "H", "H", "H", "H", "H", "N", "C", "C", "C", "C", "C", "H", "H", "H", "H", "H", "N", "C", "C", "C", "C", "C", "H", "H", "H", "H", "H"],
  "coordinates": [[0.328, 1.970, 1.302], [-1.033, 2.403, 2.103], [-1.077, 2.093, 3.466], [-2.349, 3.154, 1.479], [-2.279, 3.120, -0.166], [-2.936, 1.840, -0.960], [-2.798, 1.835, -2.601], [-2.016, 3.107, -3.355], [-1.366, 4.389, -2.565], [-1.510, 4.369, -0.902], [-0.686, 5.861, 0.010], [0.849, 5.936, -0.593], [-1.906, 2.908, -5.254], [-1.473, 1.053, -5.411], [-0.352, 0.513, -6.478], [-0.014, -1.116, -6.489], [1.156, -1.599, -7.540], [2.540, -1.791, -6.613], [3.687, -2.653, -7.019], [2.577, -0.989, -5.343], [-0.809, -2.114, -5.456], [-0.462, -3.988, -5.353], [0.339, -4.612, -6.613], [-1.956, -1.523, -4.395], [-2.316, 0.077, -4.346], [-3.342, 0.678, -3.413], [0.344, 2.226, 0.161], [0.423, 0.783, 1.369], [1.302, 2.471, 1.766], [-1.987, 2.395, 3.879], [-2.385, 4.310, 1.775], [-3.308, 2.642, 1.924], [-3.479, 0.928, -0.453], [-0.810, 5.289, -3.112], [-0.505, 5.612, 1.446], [-1.363, 7.110, -0.222], [0.994, 6.871, -1.045], [0.177, 1.292, -7.194], [0.891, -2.549, -8.169], [1.415, -0.680, -8.257], [4.348, -1.984, -7.418], [2.191, -1.515, -4.582], [-1.737, -4.661, -5.140], [0.408, -4.179, -4.185], [1.255, -5.005, -6.242], [-2.528, -2.260, -3.650], [-3.743, -0.083, -2.819], [3.048, -2.833, -2.796], [3.415, -4.126, -2.936], [3.711, -4.963, -1.872], [3.630, -4.444, -0.584], [3.257, -3.115, -0.408], [2.977, -2.358, -1.534], [3.467, -4.484, -3.961], [3.998, -5.994, -2.043], [3.856, -5.069, 0.275], [3.185, -2.681, 0.583], [2.677, -1.317, -1.448], [-5.922, 0.357, -0.082], [-6.684, -0.758, -0.079], [-7.884, -0.870, 0.605], [-8.331, 0.227, 1.334], [-7.567, 1.390, 1.352], [-6.382, 1.407, 0.633], [-6.292, -1.588, -0.659], [-8.457, -1.790, 0.570], [-9.266, 0.177, 1.884], [-7.887, 2.262, 1.910], [-5.753, 2.292, 0.613], [-2.289, -2.690, 6.415], [-3.626, -2.500, 6.367], [-4.241, -1.552, 5.566], [-3.439, -0.745, 4.766], [-2.058, -0.915, 4.795], [-1.536, -1.893, 5.626], [-4.209, -3.152, 7.011], [-5.320, -1.445, 5.565], [-3.885, 0.010, 4.126], [-1.406, -0.302, 4.184], [-0.465, -2.067, 5.681], [-2.025, 1.864, -8.905], [-2.253, 2.654, -9.977], [-2.785, 2.198, -11.172], [-3.100, 0.847, -11.279], [-2.875, 0.007, -10.193], [-2.342, 0.558, -9.038], [-1.988, 3.700, -9.846], [-2.950, 2.878, -12.000], [-3.518, 0.452, -12.200], [-3.109, -1.050, -10.244], [-2.151, -0.055, -8.162], [-6.319, -3.621, 7.245], [-7.081, -4.737, 7.248], [-8.281, -4.848, 7.932], [-8.728, -3.751, 8.661], [-7.964, -2.589, 8.679], [-6.779, -2.572, 7.960], [-6.689, -5.567, 6.668], [-8.854, -5.768, 7.897], [-9.663, -3.802, 9.211], [-8.284, -1.717, 9.238], [-6.150, -1.687, 7.940], [4.359, 7.643, 1.654], [5.320, 7.016, 2.368], [5.309, 5.660, 2.650], [4.247, 4.897, 2.176], [3.241, 5.514, 1.440], [3.341, 6.876, 1.206], [6.126, 7.654, 2.719], [6.109, 5.208, 3.226], [4.203, 3.831, 2.378], [2.399, 4.948, 1.057], [2.583, 7.403, 0.633], [4.570, 1.663, 3.734], [4.158, 1.014, 4.845], [4.802, -0.093, 5.375], [5.936, -0.567, 4.725], [6.385, 0.079, 3.578], [5.676, 1.181, 3.127], [3.266, 1.420, 5.314], [4.427, -0.573, 6.272], [6.467, -1.433, 5.110], [7.266, -0.266, 3.048], [5.988, 1.722, 2.238], [9.766, -1.413, 3.001], [9.931, -2.331, 2.023], [10.185, -3.672, 2.260], [10.281, -4.101, 3.579], [10.117, -3.180, 4.609], [9.862, -1.860, 4.272], [9.851, -1.946, 1.011], [10.306, -4.365, 1.435], [10.480, -5.145, 3.804], [10.186, -3.483, 5.647], [9.724, -1.104, 5.040]]
}

(2)
{
  "formula": "C56H63N11O12",
  "method": "wB97M-V/def2-TZVPD",
  "lumo_ev": -1.055,
  "total_energy_ha": -3677.13391,
  "smiles": "O=C1c2ccccc2C(=O)c2ccccc21.O=C1c2ccccc2C(=O)c2ccccc21.O=C1c2ccccc2C(=O)c2ccccc21.CC1(C)CCCC(C)(C)N1O.NC(N)=O.NC(N)=O.NC(N)=O.NC(N)=O.NC(N)=O",
  "orbital_gap_ev": 6.75,
  "largest_force_ev_per_a": 2.84,
  "elements": ["C", "C", "C", "C", "C", "C", "C", "O", "C", "C", "C", "C", "C", "C", "C", "O", "H", "H", "H", "H", "H", "H", "H", "H", "C", "C", "C", "C", "C", "C", "C", "O", "C", "C", "C", "C", "C", "C", "C", "O", "H", "H", "H", "H", "H", "H", "H", "H", "C", "C", "C", "C", "C", "C", "C", "O", "C", "C", "C", "C", "C", "C", "C", "O", "H", "H", "H", "H", "H", "H", "H", "H", "C", "O", "N", "N", "H", "H", "H", "H", "C", "O", "N", "N", "H", "H", "H", "H", "C", "O", "N", "N", "H", "H", "H", "H", "C", "O", "N", "N", "H", "H", "H", "H", "C", "O", "N", "N", "H", "H", "H", "H", "C", "C", "C", "C", "C", "C", "N", "O", "C", "C", "C", "H", "H", "H", "H", "H", "H", "H", "H", "H", "H", "H", "H", "H", "H", "H", "H", "H", "H", "H"],
  "coordinates": [[-22.206, 17.215, 5.960], [-21.479, 18.115, 6.723], [-22.085, 19.247, 7.266], [-23.421, 19.518, 6.911], [-24.172, 18.548, 6.224], [-23.566, 17.379, 5.744], [-25.583, 18.791, 5.753], [-26.177, 17.976, 5.092], [-26.191, 20.063, 6.217], [-27.518, 20.328, 5.831], [-28.171, 21.349, 6.459], [-27.554, 22.251, 7.310], [-26.186, 22.089, 7.624], [-25.553, 20.991, 7.060], [-24.121, 20.750, 7.432], [-23.508, 21.562, 8.089], [-21.731, 16.353, 5.510], [-20.423, 17.927, 6.867], [-21.474, 20.063, 7.625], [-24.016, 16.563, 5.200], [-27.974, 19.676, 5.100], [-29.236, 21.454, 6.274], [-28.169, 23.072, 7.653], [-25.681, 22.780, 8.284], [-33.061, 27.800, 10.540], [-34.210, 27.008, 10.446], [-35.418, 27.467, 10.926], [-35.509, 28.773, 11.431], [-34.363, 29.542, 11.584], [-33.143, 29.020, 11.167], [-34.314, 30.890, 12.232], [-33.308, 31.558, 12.210], [-35.505, 31.230, 13.093], [-35.321, 32.210, 14.082], [-36.455, 32.522, 14.812], [-37.689, 31.927, 14.550], [-37.770, 30.801, 13.760], [-36.671, 30.466, 12.963], [-36.750, 29.230, 12.131], [-37.773, 28.588, 12.037], [-32.139, 27.313, 10.256], [-34.121, 26.060, 9.929], [-36.372, 26.964, 10.827], [-32.202, 29.539, 11.300], [-34.366, 32.667, 14.285], [-36.353, 33.088, 15.732], [-38.563, 32.319, 15.054], [-38.714, 30.274, 13.771], [-31.045, 24.712, 14.442], [-30.444, 25.249, 13.305], [-29.610, 26.331, 13.425], [-29.277, 26.847, 14.664], [-29.800, 26.297, 15.824], [-30.649, 25.191, 15.697], [-29.469, 26.793, 17.234], [-29.923, 26.216, 18.191], [-28.422, 27.824, 17.294], [-28.107, 28.369, 18.562], [-27.187, 29.389, 18.658], [-26.618, 29.924, 17.515], [-26.830, 29.356, 16.266], [-27.807, 28.348, 16.159], [-28.237, 27.893, 14.791], [-27.832, 28.471, 13.805], [-31.780, 23.925, 14.349], [-30.502, 24.736, 12.352], [-29.184, 26.822, 12.558], [-31.086, 24.710, 16.562], [-28.628, 28.021, 19.442], [-26.891, 29.685, 19.656], [-25.787, 30.615, 17.591], [-26.319, 29.798, 15.424], [-24.328, 25.295, 8.724], [-25.361, 25.019, 9.350], [-24.211, 26.473, 8.088], [-23.332, 24.381, 8.487], [-24.960, 27.095, 8.347], [-23.350, 26.715, 7.640], [-22.491, 24.727, 8.069], [-23.441, 23.443, 8.835], [-29.390, 30.296, 10.484], [-29.730, 29.799, 9.389], [-29.925, 31.429, 10.949], [-28.619, 29.590, 11.346], [-30.558, 32.070, 10.512], [-29.600, 31.758, 11.844], [-28.343, 29.948, 12.240], [-28.472, 28.594, 11.141], [-25.225, 29.159, 10.202], [-24.374, 30.054, 10.298], [-24.947, 27.906, 10.621], [-26.351, 29.365, 9.427], [-25.647, 27.185, 10.494], [-24.116, 27.690, 11.133], [-27.200, 28.833, 9.554], [-26.369, 30.371, 9.331], [-31.518, 23.109, 8.238], [-30.543, 23.745, 7.808], [-32.759, 23.650, 8.317], [-31.415, 21.810, 8.602], [-32.932, 24.567, 7.953], [-33.507, 23.051, 8.608], [-32.218, 21.432, 9.070], [-30.487, 21.460, 8.767], [-28.641, 26.290, 9.785], [-27.854, 27.123, 10.296], [-28.247, 25.172, 9.126], [-29.929, 26.664, 9.584], [-29.008, 24.585, 8.821], [-27.327, 24.818, 9.336], [-30.527, 26.201, 8.922], [-30.071, 27.631, 9.843], [-25.571, 25.305, 14.290], [-25.943, 23.794, 14.315], [-27.231, 23.678, 15.137], [-27.945, 22.318, 14.839], [-28.291, 22.206, 13.365], [-26.998, 22.239, 12.519], [-26.170, 23.392, 12.896], [-25.037, 23.523, 12.070], [-26.264, 20.909, 12.809], [-27.398, 22.348, 11.039], [-24.810, 23.018, 14.942], [-26.135, 25.897, 13.569], [-24.485, 25.373, 14.201], [-25.776, 25.790, 15.251], [-27.148, 23.583, 16.223], [-27.903, 24.522, 14.986], [-28.892, 22.323, 15.400], [-27.489, 21.525, 15.434], [-28.960, 22.981, 12.994], [-28.813, 21.246, 13.304], [-25.983, 20.866, 13.861], [-26.831, 20.015, 12.556], [-25.276, 20.925, 12.338], [-27.689, 21.346, 10.714], [-28.139, 23.077, 10.708], [-26.514, 22.613, 10.454], [-25.048, 22.067, 15.417], [-24.458, 23.640, 15.780], [-23.864, 22.959, 14.400], [-25.145, 24.427, 11.746]]
}

(3)
{
  "formula": "C56H64As2CsN3O3P2Se2Si",
  "method": "wB97M-V/def2-TZVPD",
  "lumo_ev": 3.239,
  "relative_energy_ev": 0.872,
  "total_energy_ha": -12829.10524,
  "orbital_gap_ev": 4.56,
  "charge": -2,
  "largest_force_ev_per_a": 1.91,
  "elements": ["Cs", "C", "Si", "C", "C", "C", "C", "C", "C", "P", "C", "C", "C", "C", "C", "C", "C", "C", "C", "C", "C", "C", "C", "C", "C", "C", "C", "C", "P", "C", "C", "C", "C", "C", "C", "C", "C", "C", "C", "C", "C", "H", "H", "H", "H", "H", "H", "H", "H", "H", "H", "H", "H", "H", "H", "H", "H", "H", "H", "H", "H", "H", "H", "H", "H", "H", "H", "H", "H", "H", "H", "H", "C", "As", "C", "C", "C", "C", "C", "C", "C", "As", "C", "C", "H", "H", "H", "H", "H", "H", "H", "H", "H", "H", "H", "H", "H", "H", "H", "H", "O", "C", "C", "C", "O", "C", "Se", "C", "Se", "H", "H", "H", "H", "H", "H", "H", "H", "H", "H", "C", "N", "C", "C", "O", "N", "C", "N", "H", "H", "H", "H", "H", "H", "H"],
  "coordinates": [[0.111, -0.269, 0.438], [-2.078, 2.224, -4.032], [-1.775, 2.573, -2.149], [-1.168, 4.404, -2.245], [-1.694, 5.485, -2.962], [-1.075, 6.729, -2.965], [0.108, 6.911, -2.255], [0.664, 5.858, -1.540], [0.038, 4.608, -1.531], [0.566, 3.100, -0.541], [2.155, 3.846, 0.207], [2.437, 4.052, 1.557], [3.678, 4.529, 1.983], [4.681, 4.801, 1.065], [4.438, 4.558, -0.285], [3.206, 4.071, -0.697], [-0.597, 3.364, 0.898], [-0.633, 4.607, 1.533], [-1.462, 4.827, 2.627], [-2.281, 3.805, 3.097], [-2.270, 2.574, 2.459], [-1.440, 2.357, 1.363], [-3.578, 2.554, -1.483], [-4.455, 3.637, -1.328], [-5.767, 3.463, -0.905], [-6.249, 2.187, -0.632], [-5.400, 1.094, -0.738], [-4.068, 1.263, -1.124], [-2.803, -0.095, -1.115], [-3.651, -1.453, -0.193], [-4.148, -1.187, 1.093], [-4.684, -2.194, 1.882], [-4.678, -3.510, 1.425], [-4.137, -3.795, 0.182], [-3.643, -2.775, -0.630], [-2.816, -0.809, -2.810], [-1.608, -1.272, -3.321], [-1.552, -1.934, -4.545], [-2.714, -2.106, -5.279], [-3.925, -1.617, -4.792], [-3.976, -0.977, -3.563], [-2.114, 3.175, -4.578], [-3.022, 1.696, -4.200], [-1.288, 1.608, -4.476], [-2.605, 5.347, -3.538], [-1.508, 7.555, -3.519], [0.598, 7.879, -2.255], [1.583, 6.022, -0.991], [1.678, 3.846, 2.303], [3.854, 4.686, 3.041], [5.641, 5.185, 1.393], [5.211, 4.753, -1.020], [3.042, 3.877, -1.753], [-0.012, 5.411, 1.159], [-1.477, 5.800, 3.106], [-2.935, 3.973, 3.945], [-2.923, 1.779, 2.798], [-1.464, 1.398, 0.859], [-4.101, 4.639, -1.550], [-6.422, 4.321, -0.799], [-7.278, 2.044, -0.322], [-5.769, 0.105, -0.490], [-4.140, -0.167, 1.468], [-5.086, -1.958, 2.861], [-5.067, -4.306, 2.050], [-4.062, -4.816, -0.170], [-3.204, -3.050, -1.580], [-0.691, -1.138, -2.757], [-0.613, -2.340, -4.901], [-2.678, -2.632, -6.225], [-4.834, -1.751, -5.366], [-4.923, -0.611, -3.178], [-1.413, 0.344, 5.342], [-0.471, -0.427, 3.812], [-1.601, -2.048, 3.766], [1.043, -1.272, 4.773], [1.336, -0.955, 6.098], [2.404, -1.557, 6.757], [3.185, -2.495, 6.097], [2.903, -2.812, 4.773], [1.850, -2.202, 4.098], [1.535, -2.559, 2.180], [1.042, -4.452, 2.302], [3.379, -2.841, 1.575], [-1.482, -0.371, 6.161], [-2.415, 0.597, 4.997], [-0.926, 1.257, 5.680], [-1.512, -2.596, 4.703], [-1.329, -2.698, 2.935], [-2.634, -1.743, 3.609], [0.738, -0.226, 6.630], [2.622, -1.290, 7.785], [4.014, -2.974, 6.605], [3.521, -3.536, 4.257], [1.805, -5.007, 2.849], [0.937, -4.849, 1.289], [0.082, -4.554, 2.803], [3.783, -3.767, 1.984], [4.006, -2.002, 1.875], [3.369, -2.904, 0.483], [1.883, -6.797, -1.730], [2.524, -5.690, -2.368], [1.592, -4.798, -3.194], [0.854, -5.670, -4.214], [-0.246, -4.989, -4.834], [2.448, -3.759, -3.959], [3.515, -2.487, -2.861], [0.582, -4.049, -2.309], [-0.923, -5.107, -1.526], [0.993, -6.496, -1.454], [3.292, -6.110, -3.027], [3.038, -5.058, -1.641], [0.483, -6.568, -3.725], [1.550, -5.961, -5.005], [-0.911, -4.948, -4.122], [1.777, -3.183, -4.595], [3.143, -4.292, -4.614], [0.130, -3.251, -2.888], [1.116, -3.586, -1.485], [6.139, 1.150, -0.295], [4.895, 0.802, 0.342], [4.574, 0.993, 1.740], [3.106, 0.577, 1.758], [2.415, 0.562, 2.765], [2.701, 0.230, 0.501], [3.767, 0.412, -0.294], [3.723, 0.283, -1.610], [6.912, 1.228, 0.468], [6.081, 2.105, -0.825], [6.450, 0.369, -0.992], [4.680, 2.031, 2.057], [5.156, 0.343, 2.397], [3.055, -0.399, -2.026], [4.594, 0.239, -2.117]]
}